(1)
The following is a DFT calculation (ωB97M-V/def2-TZVPD) of the molecule C3H6N4O.

Output
Relative energy (zero: lowest compared OMol25 entry of this formula, charge and spin), kJ/mol: 302.66
HOMO, eV: -7.32
2S+1: 1
Structure (SMILES): [H]/N=c1\oc(N)cn1N
Charge: 0

Positions of all 14 atoms, in Å:
1 C 0.926572 0.486659 -0.762554
2 C -0.345267 0.798908 -0.879305
3 C -0.053130 -0.623118 0.822569
4 H 2.855710 1.022701 -0.713106
5 H 2.066107 1.526060 -2.056660
6 H -0.716204 1.620462 -1.555322
7 H -2.481781 0.482962 1.038726
8 H -2.896385 -0.845376 -0.127206
9 H 0.569169 -1.658659 2.475566
10 N 2.114766 0.740521 -1.397702
11 N -1.035094 -0.000214 -0.008280
12 N -2.404853 0.140068 0.036852
13 N -0.298448 -1.367385 1.890840
14 O 1.099968 -0.339220 0.275221

Force components x, y, z for each atom (eV/Å):
0.77 1.04 -0.49
0.35 2.20 -2.83
-3.57 -2.25 2.87
-0.88 -0.56 -0.68
-0.24 -0.64 0.19
-0.11 -1.54 1.02
-1.34 -0.94 -1.44
1.39 2.70 0.95
-1.75 0.79 -1.94
1.79 1.72 -0.19
1.41 -0.85 0.30
-1.13 -1.89 2.40
1.59 1.33 -0.96
1.73 -1.12 0.80

=====

(2)
The following is a DFT calculation (ωB97M-V/def2-TZVPD) of a cluster of 2 separate species, C3H8N3 in total.

Output
Relative energy (zero: lowest compared OMol25 entry of this formula, charge and spin), kJ/mol: 468.10
HOMO, eV: -14.13
2S+1: 1
Charge: +1

Positions of all 14 atoms, in Å:
1 C 0.760550 -2.672364 1.046930
2 C -0.356165 0.375882 -1.307369
3 C -1.273201 1.809672 0.328427
4 N 0.861087 0.411289 -1.412659
5 N 1.713696 -3.268208 0.767403
6 N -0.865903 0.408252 0.215673
7 H 1.327971 0.401165 -0.545162
8 H -1.801645 2.104750 -0.503372
9 H -1.815328 1.887838 1.203670
10 H -0.263249 2.283923 0.499024
11 H 1.251146 0.493548 -2.358183
12 H 2.366929 -4.050626 0.852053
13 H -1.689804 -0.246328 0.237256
14 H -0.216083 0.061207 0.976310

Force components x, y, z for each atom (eV/Å):
-0.36 0.81 -0.19
-6.16 -0.63 0.01
3.67 -0.17 1.90
2.79 0.20 -0.26
0.71 -1.34 0.44
0.36 -2.50 -1.32
2.35 -0.02 0.58
-0.91 0.75 -1.90
-1.30 0.54 1.75
-1.47 0.46 -0.51
0.34 -0.11 0.77
-0.37 0.74 -0.30
0.98 0.72 -0.16
-0.64 0.52 -0.80

=====

(3)
The following is a DFT calculation (ωB97M-V/def2-TZVPD) of a cluster of 5 separate species, C26H39NO8S4 in total.

Output
HOMO, eV: -8.33
2S+1: 1
Charge: 0

Positions of all 78 atoms, in Å:
1 C 0.803904 -2.528040 -2.139504
2 C 1.371880 -1.362614 -2.970113
3 C 0.250728 -0.498568 -3.582081
4 C -0.755417 0.025552 -2.576581
5 C -2.095879 -0.265722 -2.787705
6 C -3.068328 0.188963 -1.914106
7 C -2.649790 0.923837 -0.816620
8 C -1.342140 1.246826 -0.563501
9 C -0.384221 0.788859 -1.459354
10 O 0.951999 1.096674 -1.334767
11 C 1.454016 1.144402 -0.053274
12 O 1.087900 0.421293 0.824136
13 C 2.536519 2.149919 0.116878
14 C 3.089471 2.773097 -0.997285
15 C 4.107910 3.699613 -0.862118
16 C 4.591912 4.014133 0.402458
17 C 4.024634 3.390175 1.505720
18 C 3.002447 2.473680 1.381296
19 C -3.888888 1.277814 -0.058558
20 O -3.999339 1.865799 0.980964
21 N -5.004552 0.735197 -0.757597
22 C -4.551001 0.046476 -1.924762
23 O -5.244752 -0.502714 -2.729309
24 H 1.533515 -2.781291 -1.371444
25 H -0.160543 -2.302487 -1.682229
26 H 0.709138 -3.415865 -2.754962
27 H 2.076136 -0.780492 -2.380803
28 H 1.948786 -1.775706 -3.801225
29 H 0.658750 0.347229 -4.143502
30 H -0.260175 -1.148815 -4.294383
31 H -2.380545 -0.852672 -3.654673
32 H -1.059618 1.842089 0.300071
33 H 2.730473 2.562660 -1.995859
34 H 4.530294 4.188349 -1.731018
35 H 5.375952 4.751019 0.518057
36 H 4.409559 3.653918 2.483859
37 H 2.569820 2.026492 2.265428
38 H -5.692875 1.429230 -1.033140
39 C -0.089395 3.152551 4.668384
40 S -0.777008 2.746899 3.063909
41 O -0.043082 3.574308 2.055932
42 C -2.368490 3.528617 3.330606
43 H 0.934220 2.789020 4.701606
44 H -0.095969 4.231108 4.811676
45 H -0.672688 2.663572 5.448454
46 H -2.229472 4.584622 3.566619
47 H -2.885646 3.021072 4.144853
48 H -2.941452 3.423047 2.415305
49 C 0.264674 -7.710982 -2.595947
50 S 0.454831 -6.126905 -1.775050
51 O 1.606703 -5.457997 -2.443714
52 C 1.082256 -6.806084 -0.229678
53 H -0.081878 -7.520426 -3.608684
54 H 1.226097 -8.225099 -2.621689
55 H -0.476157 -8.306237 -2.063634
56 H 1.984339 -7.389120 -0.419455
57 H 0.314130 -7.430248 0.227118
58 H 1.316100 -5.972940 0.430054
59 C -5.106900 -6.190121 -2.614802
60 S -3.588534 -5.377194 -3.129203
61 O -2.469772 -6.025911 -2.390718
62 C -3.917622 -3.813773 -2.307043
63 H -5.084870 -7.210647 -2.991420
64 H -5.165726 -6.200326 -1.526332
65 H -5.961469 -5.662453 -3.038242
66 H -4.053325 -3.984083 -1.238725
67 H -4.807370 -3.353955 -2.738004
68 H -3.058601 -3.164659 -2.468535
69 C 2.716081 6.220463 3.731141
70 S 3.078909 4.812046 4.782313
71 O 2.130630 4.860869 5.926996
72 C 4.659866 5.415759 5.388730
73 H 1.738646 6.055176 3.280183
74 H 2.700784 7.129498 4.332936
75 H 3.470667 6.292204 2.947661
76 H 4.518670 6.376938 5.882704
77 H 5.354934 5.513848 4.554260
78 H 5.045212 4.689235 6.101043

Force components x, y, z for each atom (eV/Å):
0.52 0.21 -0.26
-0.32 -0.13 -0.08
0.42 -0.02 0.40
0.22 -0.18 -0.41
-0.56 -0.20 -0.23
0.99 -0.22 -0.08
-1.31 -0.06 0.07
0.53 0.21 0.36
-0.37 -0.53 -0.43
-0.38 0.42 0.37
0.62 0.16 0.56
-0.38 -0.11 -0.07
-0.06 -0.01 -0.75
0.07 0.19 -0.34
0.27 0.21 0.22
-0.41 -0.23 -0.29
0.53 0.48 0.31
-0.01 -0.15 0.17
0.08 -0.04 0.25
0.10 0.32 -0.01
0.21 0.17 -1.08
0.87 0.37 0.53
-0.30 -0.05 -0.18
-0.22 -0.13 0.16
0.10 0.09 0.13
-0.17 -0.04 -0.02
-0.14 0.18 0.02
0.03 0.03 0.03
0.10 -0.06 0.00
-0.22 0.20 -0.03
0.05 0.02 0.01
-0.06 -0.04 -0.08
-0.12 -0.17 0.11
-0.07 -0.07 -0.05
0.04 -0.05 0.05
-0.14 -0.15 0.06
-0.07 -0.09 -0.10
-0.47 -0.26 0.70
-0.04 -0.02 -0.02
-0.10 -0.10 0.08
0.00 0.02 -0.02
-0.04 0.17 0.01
0.00 -0.02 -0.01
0.02 0.01 -0.01
-0.01 -0.03 -0.02
0.10 -0.03 0.02
0.01 -0.04 -0.02
-0.03 -0.08 -0.05
-0.09 -0.17 0.00
0.15 0.03 0.09
0.21 -0.20 -0.04
0.09 -0.10 0.06
-0.04 0.07 0.02
0.03 0.09 0.03
-0.05 0.03 -0.03
-0.01 0.03 -0.05
-0.03 0.03 0.00
-0.02 0.03 -0.03
-0.09 -0.02 0.07
0.00 0.09 -0.04
-0.20 -0.10 -0.04
-0.06 0.05 0.04
0.05 0.01 -0.03
0.05 0.02 0.00
0.02 0.01 -0.02
0.03 -0.05 -0.01
0.03 0.02 -0.02
0.03 -0.05 -0.02
-0.04 0.11 -0.05
0.02 -0.02 0.00
0.06 0.11 0.07
0.08 0.06 0.01
0.02 -0.09 -0.01
0.01 -0.04 0.05
-0.02 -0.04 -0.02
-0.05 -0.01 -0.01
-0.01 -0.02 -0.01
-0.05 -0.03 -0.01

=====

(4)
The following is a DFT calculation (ωB97M-V/def2-TZVPD) of a structure of composition C18H54AlF3N10O7P3S2.

Output
Relative energy (zero: lowest compared OMol25 entry of this formula, charge and spin), kJ/mol: 61.45
HOMO, eV: -10.89
2S+1: 1
Charge: +1

Positions of all 98 atoms, in Å:
1 Al 1.806170 -1.094054 0.784943
2 N 1.576741 -2.507351 -1.608202
3 S 1.022612 -3.810217 -2.306832
4 O 1.926619 -4.901082 -2.465711
5 O -0.053449 -3.723317 -3.257978
6 F 0.175265 -4.324598 -1.003159
7 S 2.666521 -2.117530 -2.841033
8 O 2.163203 -1.496819 -4.037041
9 O 3.750178 -3.037392 -3.019167
10 F 3.384336 -0.957033 -2.049119
11 F 1.506063 0.992071 2.739340
12 O -0.278523 -2.600460 2.005954
13 P -1.358097 -2.989693 2.938982
14 N -2.162011 -4.406030 2.462723
15 C -1.407642 -5.640730 2.562299
16 C -2.917036 -4.349523 1.210952
17 N -2.485599 -1.811657 3.285655
18 C -3.873948 -2.227434 3.648524
19 C -2.383889 -0.369817 3.492691
20 N -0.825384 -3.410346 4.504980
21 C -1.749280 -3.813662 5.534415
22 C 0.324460 -2.636969 4.989439
23 H -0.599365 -5.714424 1.830347
24 H -2.072710 -6.457758 2.264667
25 H -1.249619 -5.872595 3.613873
26 H -3.695637 -3.591017 1.138799
27 H -3.461956 -5.291688 1.160914
28 H -2.197130 -4.227961 0.396169
29 H -4.471587 -2.345036 2.738490
30 H -3.953845 -3.223105 4.081184
31 H -4.261687 -1.429521 4.271667
32 H -2.693830 -0.014948 4.474740
33 H -1.339199 -0.093181 3.329751
34 H -2.971524 0.145027 2.732571
35 H -2.374076 -4.660823 5.248049
36 H -1.147495 -4.092887 6.399184
37 H -2.459448 -3.057651 5.891576
38 H 1.191655 -2.891859 4.378621
39 H 0.521335 -2.759132 6.049500
40 H 0.177748 -1.572774 4.766053
41 O -0.520437 0.024982 -0.545455
42 P -1.508173 0.484765 -1.544339
43 N -0.964252 0.881323 -3.061522
44 C -0.495671 -0.147362 -4.047597
45 C -0.306462 2.150325 -3.202715
46 N -2.300747 1.919334 -1.016873
47 C -3.191015 2.733665 -1.823746
48 C -2.518568 2.117120 0.434998
49 N -2.819469 -0.515417 -1.726970
50 C -3.765398 -0.483648 -2.833919
51 C -2.679673 -1.835658 -1.038168
52 H -1.323489 -0.674214 -4.514112
53 H 0.087801 -0.856174 -3.461316
54 H 0.178590 0.362936 -4.726449
55 H -0.782792 2.979247 -2.683309
56 H -0.193136 2.452946 -4.248175
57 H 0.751259 2.131603 -2.902834
58 H -4.168160 2.248847 -1.715621
59 H -3.168281 3.782277 -1.532959
60 H -2.965925 2.657496 -2.888198
61 H -2.949171 1.213085 0.858872
62 H -1.595746 2.483466 0.882661
63 H -3.256601 2.914657 0.497423
64 H -4.392810 0.403728 -2.888985
65 H -3.413847 -0.825718 -3.808923
66 H -4.505428 -1.257666 -2.606756
67 H -1.664425 -2.105724 -0.758160
68 H -2.838077 -2.596939 -1.809515
69 H -3.466992 -1.862193 -0.290003
70 O 2.597716 1.321252 -0.233569
71 P 3.054772 2.686571 -0.650454
72 N 1.853284 3.722803 -1.144393
73 C 1.986882 4.853230 -2.023841
74 C 0.689693 3.718853 -0.228172
75 N 4.102704 2.539974 -1.969854
76 C 5.522281 2.352574 -1.744268
77 C 3.640091 2.256583 -3.313724
78 N 3.833168 3.452961 0.615046
79 C 4.267942 4.838163 0.510088
80 C 4.063672 2.742517 1.873008
81 H 2.851755 4.712892 -2.673366
82 H 2.083286 5.789148 -1.470230
83 H 1.144452 4.831317 -2.721373
84 H -0.069366 4.262643 -0.788466
85 H 0.895643 4.122701 0.764225
86 H 0.463060 2.653050 -0.157640
87 H 5.761274 2.417091 -0.683023
88 H 5.873729 1.367352 -2.061218
89 H 6.078995 3.113419 -2.296362
90 H 3.594552 1.181365 -3.500054
91 H 2.656179 2.688071 -3.501092
92 H 4.299555 2.746468 -4.033281
93 H 4.033539 5.227915 -0.474872
94 H 3.903101 5.359008 1.398432
95 H 5.355292 4.859918 0.641724
96 H 4.991746 3.100595 2.327022
97 H 4.190583 1.692953 1.628075
98 H 3.268607 2.992455 2.575453

Force components x, y, z for each atom (eV/Å):
-1.64 2.00 -0.15
1.58 1.57 -2.02
-4.16 -5.64 1.67
0.30 0.86 -0.21
0.97 1.40 0.12
0.32 0.75 -0.02
3.34 1.20 -0.74
-0.50 -0.42 1.35
-1.09 0.25 0.39
-0.46 0.64 0.55
0.04 -1.52 -1.17
0.97 1.03 -0.29
-0.56 -1.20 1.36
-0.41 2.05 0.59
-0.92 -1.00 0.02
0.08 -0.23 -0.10
-2.05 -0.58 0.29
0.45 -0.41 -1.01
1.83 -0.18 -1.16
0.64 0.18 -0.63
-0.35 -0.37 0.57
-0.01 0.52 -1.25
0.53 0.22 0.61
-0.22 0.17 -0.10
1.01 0.19 -0.17
0.34 0.33 0.38
0.19 -0.08 -0.39
-0.37 -0.22 -0.36
-0.15 0.51 0.01
0.33 0.18 0.46
-0.36 -0.34 0.18
-0.06 -0.44 0.15
-0.05 0.30 0.03
-0.17 0.10 -0.02
0.22 -0.10 -0.21
-0.14 -0.20 0.01
0.21 0.38 -0.20
0.19 -0.23 0.28
-0.14 -0.23 -0.05
-0.02 0.16 0.39
0.47 -0.25 0.69
-1.31 1.65 -1.05
-0.89 0.17 -0.08
-0.04 0.01 1.92
1.43 0.91 -0.46
1.34 0.03 0.47
-0.07 -1.23 -0.68
0.07 0.33 -1.46
1.68 -1.24 0.19
-1.12 -1.02 0.46
-0.57 0.03 -1.70
0.03 0.22 -0.26
0.00 -0.20 -0.54
-0.19 -0.24 -0.28
-0.12 -0.22 0.10
-0.65 -0.21 -0.16
-0.18 -0.19 0.50
-0.43 0.79 0.05
-0.17 -0.06 0.17
0.23 0.02 0.08
0.28 -0.09 0.45
-0.06 -0.50 0.45
-0.05 -0.06 0.30
0.57 0.37 -0.15
0.55 0.54 -0.02
-0.03 0.01 0.19
-0.07 0.70 0.78
-0.55 -0.11 0.12
0.35 -0.46 0.37
-0.81 -0.05 0.60
1.45 -0.77 -1.01
0.28 -0.61 1.04
0.30 -0.46 -0.74
0.61 -0.72 -1.25
-0.72 1.01 1.27
0.22 -0.10 0.05
-0.17 0.16 -0.10
-0.22 -0.81 -0.95
0.61 -0.96 0.80
0.42 0.72 -0.26
0.19 0.18 0.27
-0.23 0.12 -0.18
-0.22 0.51 0.23
-0.38 -0.03 0.52
-0.03 0.25 -0.07
-0.63 0.19 0.40
-0.04 0.21 -0.03
-0.18 -0.05 -0.18
0.16 -0.03 0.08
0.04 0.01 -0.14
-0.03 -0.16 0.18
0.17 -0.19 -0.01
-0.22 0.41 0.28
-0.45 0.56 -0.49
0.11 0.03 -0.28
0.14 0.04 -0.19
-0.44 -0.10 0.52
-0.11 -0.64 0.03

=====

(5)
The following is a DFT calculation (ωB97M-V/def2-TZVPD) of the molecule C3H4Br2O.

Output
Relative energy (zero: lowest compared OMol25 entry of this formula, charge and spin), kJ/mol: 192.00
HOMO (alpha / beta), eV: -10.29 / -9.14
2S+1: 1
Charge: 0

Positions of all 10 atoms, in Å:
1 C -0.415725 0.768925 1.289351
2 C -0.697886 -0.593917 -0.851456
3 C 0.152692 0.239296 0.003308
4 O -1.495444 0.388738 1.674325
5 Br 1.615712 0.924625 -0.789380
6 Br 3.685457 -0.960983 -0.061078
7 H 0.131328 1.648116 1.696862
8 H -1.404936 -1.134227 -0.259375
9 H -0.127299 -1.254436 -1.391820
10 H -1.443897 -0.026137 -1.310739

Force components x, y, z for each atom (eV/Å):
0.76 0.52 -1.67
-0.55 0.06 2.47
-1.48 0.40 1.08
0.20 -0.04 0.30
0.84 0.38 0.24
-0.03 0.05 -0.05
-0.10 -0.49 0.34
0.00 -0.92 1.06
0.96 -1.31 -1.91
-0.60 1.36 -1.88

=====

(6)
The following is a DFT calculation (ωB97M-V/def2-TZVPD) of a structure of composition C3INS.

Output
Relative energy (zero: lowest compared OMol25 entry of this formula, charge and spin), kJ/mol: 328.88
HOMO (alpha / beta), eV: -10.03 / -10.03
2S+1: 1
Charge: 0

Positions of all 6 atoms, in Å:
1 C 0.319002 -0.928521 -0.078845
2 C 1.604238 -1.043185 0.052907
3 C -0.468404 0.137095 0.079168
4 N 0.193577 1.221265 0.060674
5 S 1.818110 0.698252 -0.081479
6 I -3.466525 -0.084907 -0.032427

Force components x, y, z for each atom (eV/Å):
3.53 -1.90 0.35
-1.80 0.51 -0.73
-3.89 1.84 0.07
-0.70 0.19 -0.29
0.08 -0.87 0.45
2.78 0.22 0.14